# 1
{"formula": "HNO2S", "method": "ωB97M-V/def2-TZVPD", "e_tot_ha": -603.83044, "spin_multiplicity": 3, "symbols": ["N", "O", "O", "S", "H"], "coordinates": [[-0.042, 0.592, 0.625], [-0.563, 0.457, 1.730], [0.542, -1.867, -1.423], [0.324, -0.471, -0.959], [-0.262, 1.288, 0.026]]}

# 2
{"formula": "C36H88AlN5O7P", "method": "ωB97M-V/def2-TZVPD", "e_tot_ha": -2808.57758, "total_charge": -1, "symbols": ["C", "C", "C", "Al", "C", "C", "C", "C", "C", "C", "C", "C", "O", "C", "C", "O", "P", "C", "C", "C", "H", "H", "H", "H", "H", "H", "H", "H", "H", "H", "H", "H", "H", "H", "H", "H", "H", "H", "H", "H", "H", "H", "H", "H", "H", "H", "H", "H", "H", "H", "H", "H", "H", "C", "C", "C", "O", "C", "N", "H", "H", "H", "H", "H", "H", "H", "H", "H", "H", "H", "C", "C", "C", "O", "C", "N", "H", "H", "H", "H", "H", "H", "H", "H", "H", "H", "H", "C", "C", "C", "O", "C", "N", "H", "H", "H", "H", "H", "H", "H", "H", "H", "H", "H", "C", "C", "C", "O", "C", "N", "H", "H", "H", "H", "H", "H", "H", "H", "H", "H", "H", "C", "C", "C", "O", "C", "N", "H", "H", "H", "H", "H", "H", "H", "H", "H", "H", "H"], "coordinates": [[2.286, -0.303, 7.222], [2.954, -1.140, 6.410], [3.721, -0.814, 5.179], [5.297, 0.357, 5.754], [4.615, 2.205, 6.195], [3.807, 2.915, 5.076], [2.337, 3.149, 5.461], [1.694, 4.397, 4.830], [0.954, 4.147, 3.498], [-0.579, 4.322, 3.602], [-1.387, 3.005, 3.730], [-2.101, 2.875, 5.078], [-3.446, 2.391, 4.915], [-3.683, 1.092, 5.205], [-4.745, 0.473, 4.332], [-3.138, 0.494, 6.089], [6.997, 0.553, 4.076], [6.833, 2.300, 3.435], [6.616, -0.435, 2.539], [7.454, 0.076, 1.349], [1.748, 0.572, 6.871], [2.269, -0.483, 8.292], [2.959, -2.191, 6.703], [3.093, -0.279, 4.448], [4.031, -1.757, 4.715], [5.957, -0.295, 7.084], [5.520, 2.794, 6.401], [4.032, 2.179, 7.121], [3.853, 2.308, 4.161], [4.269, 3.879, 4.838], [1.733, 2.256, 5.272], [2.335, 3.298, 6.546], [2.505, 5.108, 4.653], [1.026, 4.877, 5.552], [1.195, 3.154, 3.111], [1.329, 4.860, 2.759], [-0.769, 4.972, 4.460], [-0.916, 4.862, 2.714], [-2.088, 2.923, 2.898], [-0.661, 2.195, 3.630], [-1.524, 2.268, 5.775], [-2.183, 3.861, 5.537], [-5.512, 0.091, 5.011], [-5.228, 1.191, 3.674], [-4.341, -0.392, 3.806], [5.926, 2.450, 2.841], [7.707, 2.597, 2.854], [6.756, 2.942, 4.315], [6.915, -1.471, 2.713], [5.551, -0.445, 2.285], [6.950, 0.874, 0.802], [7.704, -0.730, 0.655], [8.386, 0.496, 1.741], [-7.272, 3.176, 1.633], [-6.522, 2.475, 0.505], [-4.996, 2.590, 0.611], [-4.463, 3.843, 0.231], [-4.526, 4.845, 1.227], [-7.032, 2.964, -0.780], [-7.282, 4.258, 1.499], [-8.310, 2.843, 1.654], [-6.825, 2.955, 2.604], [-6.758, 1.407, 0.569], [-4.550, 1.867, -0.078], [-4.656, 2.325, 1.622], [-4.408, 4.418, 2.228], [-5.464, 5.405, 1.178], [-3.710, 5.546, 1.050], [-6.617, 2.421, -1.531], [-6.669, 3.904, -0.918], [3.575, 1.208, -4.217], [4.980, 0.773, -3.816], [5.015, -0.180, -2.614], [4.857, 0.439, -1.360], [3.532, 0.715, -0.953], [5.820, 1.957, -3.607], [3.160, 1.958, -3.544], [3.595, 1.646, -5.216], [2.905, 0.348, -4.244], [5.397, 0.219, -4.665], [6.010, -0.634, -2.575], [4.292, -0.999, -2.741], [2.836, -0.050, -1.314], [3.200, 1.699, -1.296], [3.522, 0.716, 0.136], [6.780, 1.664, -3.450], [5.542, 2.378, -2.724], [1.518, -2.989, -8.508], [2.751, -2.429, -7.811], [2.570, -2.238, -6.301], [1.804, -1.109, -5.931], [0.401, -1.280, -5.958], [3.158, -1.193, -8.486], [0.738, -2.237, -8.637], [1.780, -3.351, -9.503], [1.098, -3.826, -7.946], [3.560, -3.155, -7.937], [3.558, -2.070, -5.864], [2.162, -3.145, -5.832], [0.116, -2.298, -5.672], [-0.016, -1.049, -6.943], [-0.028, -0.581, -5.240], [4.041, -0.872, -8.099], [2.495, -0.466, -8.230], [-4.170, -3.430, -6.242], [-4.215, -2.426, -7.389], [-3.789, -3.012, -8.743], [-2.394, -3.179, -8.889], [-1.856, -4.365, -8.339], [-3.418, -1.252, -7.022], [-3.149, -3.621, -5.911], [-4.719, -3.040, -5.384], [-4.623, -4.381, -6.529], [-5.254, -2.100, -7.501], [-4.079, -2.303, -9.524], [-4.313, -3.954, -8.951], [-2.545, -5.210, -8.441], [-1.594, -4.230, -7.286], [-0.943, -4.589, -8.888], [-3.530, -0.533, -7.730], [-2.437, -1.513, -7.083], [-3.463, -5.967, 2.850], [-3.761, -4.907, 3.907], [-4.844, -3.905, 3.482], [-4.419, -2.920, 2.561], [-4.402, -3.316, 1.205], [-2.506, -4.263, 4.291], [-2.858, -5.566, 2.037], [-2.902, -6.788, 3.295], [-4.383, -6.376, 2.426], [-4.150, -5.423, 4.791], [-5.157, -3.351, 4.371], [-5.731, -4.426, 3.095], [-5.217, -4.012, 0.982], [-3.449, -3.772, 0.926], [-4.533, -2.418, 0.601], [-2.662, -3.637, 5.076], [-2.217, -3.648, 3.535]]}

# 3
{"formula": "C15H16B2BrF4LiN4O6", "method": "ωB97M-V/def2-TZVPD", "e_tot_ha": -4282.51293, "symbols": ["Li", "C", "C", "N", "O", "B", "F", "F", "O", "N", "C", "C", "C", "N", "O", "B", "F", "F", "O", "N", "C", "C", "C", "H", "H", "H", "H", "H", "H", "H", "H", "H", "H", "H", "H", "Br", "C", "C", "C", "C", "C", "C", "C", "O", "O", "H", "H", "H", "H"], "coordinates": [[-0.972, 0.454, -0.613], [-3.612, -1.577, 1.886], [-2.840, -0.602, 1.054], [-2.292, -0.904, -0.076], [-2.226, -2.122, -0.514], [-2.026, -2.216, -2.020], [-2.076, -3.528, -2.341], [-2.942, -1.414, -2.652], [-0.621, -1.733, -2.360], [-0.462, -0.462, -2.264], [0.484, 0.174, -2.881], [1.346, -0.447, -3.928], [0.632, 1.564, -2.467], [-0.271, 1.974, -1.630], [-0.151, 3.108, -1.030], [-1.437, 3.617, -0.387], [-2.471, 3.511, -1.278], [-1.183, 4.866, 0.066], [-1.714, 2.755, 0.840], [-2.099, 1.549, 0.574], [-2.656, 0.792, 1.461], [-3.086, 1.259, 2.815], [1.758, 2.427, -2.925], [-3.695, -2.519, 1.352], [-4.610, -1.191, 2.093], [-3.109, -1.752, 2.839], [0.953, -1.423, -4.195], [2.355, -0.565, -3.527], [1.386, 0.185, -4.814], [-2.884, 2.321, 2.924], [-2.536, 0.711, 3.582], [-4.150, 1.074, 2.961], [2.204, 2.064, -3.845], [2.515, 2.425, -2.137], [1.408, 3.450, -3.052], [6.435, -1.305, 2.150], [4.540, -1.426, 2.217], [3.943, -2.113, 3.260], [2.560, -2.194, 3.306], [1.789, -1.585, 2.327], [2.407, -0.906, 1.285], [3.790, -0.827, 1.219], [1.554, -0.238, 0.201], [2.094, -0.011, -0.900], [0.359, 0.025, 0.525], [4.551, -2.577, 4.025], [2.082, -2.730, 4.117], [0.710, -1.631, 2.357], [4.266, -0.307, 0.400]]}